The following is a quantum chemistry calculation of C10H15N3O in the gas phase, from the Open Molecules 2025 dataset.

Last column: natural (NBO) charge in e.
Cartesian coordinates (Å):
1 C -0.4692 -0.3530 -4.1354  -0.2850
2 C -0.0400 -1.6531 -2.1460  0.2702
3 C 0.3652 -2.9070 -1.4992  -0.0489
4 C 0.1958 -1.9601 0.6018  -0.0942
5 C -0.2425 -0.6864 0.1538  0.1940
6 C -0.2849 -0.6275 -1.3140  -0.3408
7 C -0.0838 1.6742 0.3641  -0.2358
8 C 1.0782 2.0296 1.2443  -0.2498
9 C 0.3417 0.7086 2.9548  -0.2575
10 C -0.9747 0.3566 2.2320  -0.2034
11 H 0.1744 0.5006 -3.8741  0.1973
12 H -0.6071 -0.7164 -5.2255  0.2241
13 H -1.4324 0.1364 -3.6909  0.1754
14 H 0.6936 -3.6779 -2.1020  0.1902
15 H 0.1783 -2.2043 1.6621  0.1811
16 H -0.9964 0.2292 -1.7970  0.2113
17 H 0.2863 1.4410 -0.6927  0.2384
18 H -0.8588 2.4869 0.5849  0.2137
19 H 1.6358 2.8581 0.7112  0.2212
20 H 1.7783 1.0250 1.2113  0.1681
21 H 1.0651 2.6372 3.3814  0.3818
22 H 1.0517 0.0007 2.5539  0.1892
23 H 0.0023 0.4382 3.9680  0.2061
24 H -1.7479 1.0470 2.4247  0.2067
25 H -1.4005 -0.6144 2.5768  0.2076
26 N 0.5482 -3.0045 -0.1377  -0.3719
27 N -0.6024 0.3687 0.8638  -0.4419
28 N 0.5203 2.1544 2.6497  -0.6501
29 O -0.1747 -1.6877 -3.5240  -0.4972

Results
- SMILES = COc1cncc(N2CCNCC2)c1
- HOMO (hartree) = -0.272
- lowest unoccupied orbital energy (hartree) = 0.02748
- E (eV) = -17127.020
- energy relative to the best compared isomer or geometry (same formula, charge and spin) (kJ/mol) = 321.04